{
  "formula": "C7H7NO2",
  "method": "wB97M-V/def2-TZVPD",
  "relative_energy_kcal_mol": 189.3,
  "homo_ev": -8.65,
  "smiles": "O=[N+]([O-])C1=C[C@]23CC[C@]12C3",
  "total_charge": 0,
  "lumo_energy_ev": -0.512,
  "species": ["O", "N", "O", "C", "C", "C", "C", "C", "C", "C", "H", "H", "H", "H", "H", "H", "H"],
  "coordinates": [[-1.5807, -3.4145, -2.2786], [-1.9329, -2.4103, -1.6760], [-3.0519, -2.1809, -1.3361], [-0.9318, -1.5683, -1.2737], [0.3225, -1.7981, -0.7674], [0.7574, -0.3632, -0.5222], [0.5086, 0.1776, 0.9617], [-0.9976, 0.2843, 0.7385], [-0.8780, -0.0720, -0.7082], [0.1553, 0.6538, -1.4565], [0.9890, -2.7219, -0.6838], [0.8139, -0.4204, 1.9392], [0.9671, 1.1342, 1.2385], [-1.4483, 1.1722, 0.9722], [-1.4990, -0.4291, 1.3880], [0.3043, 1.7718, -1.3413], [0.3115, 0.2882, -2.4983]],
  "forces_ev_per_angstrom": [[0.13, -0.23, -0.32], [0.30, -2.04, -0.78], [-1.98, 0.79, 0.42], [3.58, 3.10, 3.41], [0.46, -0.42, -1.98], [-1.13, -0.32, 2.47], [0.96, -0.34, 2.49], [1.08, -2.22, 1.13], [-0.24, -1.68, -2.35], [0.18, 0.53, -1.84], [-1.25, 1.22, 0.02], [-0.59, 0.41, -2.48], [0.19, 0.01, -0.83], [-1.06, 2.57, 0.18], [-0.25, -0.44, -0.54], [0.06, -1.62, 0.24], [-0.46, 0.67, 0.76]]
}

{
  "formula": "C28H14AuBrF4N4O2P",
  "method": "wB97M-V/def2-TZVPD",
  "relative_energy_kcal_mol": 8.4,
  "homo_ev": -5.20,
  "total_charge": -1,
  "lumo_energy_ev": 2.142,
  "species": ["Au", "F", "C", "C", "F", "C", "F", "C", "P", "C", "C", "C", "C", "C", "C", "C", "C", "C", "C", "C", "C", "C", "Br", "C", "F", "H", "H", "H", "H", "H", "H", "H", "H", "H", "H", "O", "C", "N", "C", "O", "C", "C", "C", "C", "C", "C", "H", "H", "H", "H", "N", "C", "N", "C", "N"],
  "coordinates": [[0.0438, 0.3841, -0.1482], [4.0819, 0.2007, 5.7506], [3.6752, 0.0909, 4.4807], [4.6016, 0.0761, 3.4439], [5.9155, 0.1291, 3.7056], [4.1507, -0.0086, 2.1338], [5.0735, -0.0753, 1.1658], [2.7984, -0.0926, 1.8085], [2.2655, 0.0405, 0.0480], [3.3014, 1.4122, -0.5489], [4.5626, 1.3456, -1.1373], [5.1838, 2.5164, -1.5360], [4.5565, 3.7443, -1.3804], [3.2994, 3.8088, -0.8054], [2.6800, 2.6486, -0.3915], [3.0014, -1.4737, -0.6062], [3.3895, -1.5239, -1.9416], [3.9643, -2.6742, -2.4457], [4.1249, -3.7869, -1.6347], [3.6594, -3.7650, -0.3299], [3.0873, -2.6173, 0.1833], [1.8847, -0.1949, 2.8651], [0.0913, -0.7068, 2.5851], [2.3281, -0.0654, 4.1804], [1.4505, -0.1177, 5.1836], [5.0648, 0.3978, -1.2740], [6.1766, 2.4731, -1.9636], [5.0453, 4.6481, -1.7156], [2.7957, 4.7538, -0.6791], [1.6959, 2.6860, 0.0533], [3.2249, -0.6596, -2.5701], [4.2856, -2.6992, -3.4761], [4.5965, -4.6760, -2.0272], [3.7419, -4.6427, 0.2941], [2.6885, -2.6066, 1.1889], [-2.0943, -1.6292, 1.1782], [-2.5953, -0.8684, 0.3639], [-1.9329, -0.1530, -0.5819], [-2.7939, 0.5878, -1.3441], [-2.4774, 1.3032, -2.2700], [-4.1817, 0.3273, -0.8372], [-5.4190, 0.8224, -1.1895], [-6.5162, 0.4092, -0.4393], [-6.3761, -0.4780, 0.6160], [-5.1296, -0.9881, 0.9606], [-4.0488, -0.5645, 0.2237], [-5.5359, 1.5044, -2.0174], [-7.4960, 0.8012, -0.6742], [-7.2440, -0.7725, 1.1884], [-4.9903, -1.6722, 1.7832], [-0.2247, 2.3228, 1.0239], [-0.5643, 3.4435, 1.0316], [-1.0194, 4.6060, 1.0348], [-0.5576, 5.7365, 1.4194], [-0.2347, 6.7992, 1.7438]],
  "forces_ev_per_angstrom": [[0.68, -0.55, -0.69], [-0.07, -0.05, -0.30], [-0.05, -0.06, -0.19], [-0.05, 0.01, -0.04], [-0.26, 0.05, 0.01], [-0.17, -0.13, 0.19], [0.08, 0.09, 0.23], [-0.02, 0.13, 0.22], [0.21, -0.20, 0.11], [-0.17, 0.09, -0.13], [-0.10, 0.01, 0.09], [0.17, 0.00, -0.08], [0.00, 0.02, -0.01], [0.19, 0.17, -0.04], [-0.04, -0.14, 0.01], [-0.11, -0.09, -0.17], [-0.09, 0.00, 0.22], [0.04, -0.05, -0.12], [0.02, -0.06, -0.05], [0.03, -0.13, 0.00], [0.01, 0.23, -0.09], [0.23, 0.02, 0.29], [0.34, -0.07, 0.52], [-0.07, -0.01, -0.26], [0.16, -0.02, 0.13], [-0.01, 0.01, 0.03], [0.02, -0.02, -0.08], [0.06, 0.05, 0.00], [-0.05, 0.15, 0.01], [-0.05, 0.07, 0.00], [0.10, 0.02, -0.10], [0.04, -0.04, -0.11], [0.01, -0.08, -0.03], [0.01, -0.10, 0.03], [0.09, -0.01, 0.09], [-0.34, 0.02, 0.07], [-0.03, -0.26, 0.00], [0.41, 0.06, 0.18], [-0.02, 0.16, -0.48], [-0.21, 0.10, 0.05], [-0.27, -0.27, 0.45], [0.16, -0.06, -0.07], [-0.10, 0.09, -0.07], [-0.05, -0.11, 0.14], [0.14, 0.03, -0.05], [-0.33, 0.21, -0.28], [0.05, 0.12, -0.06], [-0.07, 0.00, -0.03], [-0.11, 0.00, 0.01], [-0.04, -0.09, 0.10], [-0.22, 0.43, 0.26], [0.64, -1.23, 0.26], [-1.49, 0.37, -0.62], [0.46, 0.54, 0.30], [0.25, 0.59, 0.17]]
}

{
  "formula": "C8H10N2OS",
  "method": "wB97M-V/def2-TZVPD",
  "relative_energy_kcal_mol": 68.6,
  "homo_ev": -7.57,
  "total_charge": 0,
  "lumo_energy_ev": 0.640,
  "species": ["C", "C", "C", "C", "C", "C", "C", "C", "N", "N", "O", "S", "H", "H", "H", "H", "H", "H", "H", "H", "H", "H"],
  "coordinates": [[1.7924, -2.6739, 0.0290], [3.1047, -2.3862, 0.0260], [0.9184, -1.5111, -0.0468], [3.5662, -1.0553, 0.1483], [1.2593, -0.1386, -0.0047], [2.7020, 0.0602, 0.0171], [-0.9846, 0.5389, 0.0784], [-3.2673, 1.3758, -0.0738], [0.2622, 0.8406, -0.0365], [-1.8198, 1.6175, -0.0097], [3.5602, 2.8372, 0.0101], [4.1054, 1.2451, -0.0898], [1.4937, -3.6616, 0.1157], [3.8534, -3.2109, 0.1535], [-0.1569, -1.8916, -0.1555], [4.5956, -0.9385, 0.2015], [-1.5138, -0.4114, -0.0066], [-3.7739, 2.2435, 0.4187], [-3.6803, 1.2681, -1.0766], [-3.4747, 0.6485, 0.5642], [2.8508, 2.7422, 0.7105], [-1.3458, 2.4858, -0.2914]],
  "forces_ev_per_angstrom": [[-1.26, 4.35, -0.51], [3.02, 0.07, 1.40], [-1.02, -2.95, 0.13], [-3.60, -1.69, -1.17], [1.22, -1.87, -0.47], [1.21, -0.63, 0.47], [0.55, 2.27, -1.58], [1.04, 5.10, -1.47], [0.72, -0.46, 0.54], [-0.55, -0.73, -0.05], [-1.48, -1.03, 1.16], [-1.50, 1.12, -0.16], [-1.12, -1.55, -0.14], [-0.66, 0.86, -0.32], [1.41, 1.25, 0.31], [1.81, 0.40, 0.23], [0.41, -0.18, 0.65], [0.30, -0.41, -0.66], [0.11, -0.27, 0.02], [-0.98, -3.74, 2.30], [1.11, 0.75, -0.97], [-0.72, -0.66, 0.29]]
}

{
  "formula": "C29H25ClHoP",
  "method": "wB97M-V/def2-TZVPD",
  "homo_ev": [-7.91, -7.89],
  "spin_multiplicity": 5,
  "total_charge": 0,
  "lumo_energy_ev": [0.396, 0.424],
  "species": ["C", "C", "C", "H", "C", "C", "H", "H", "H", "H", "Ho", "Cl", "P", "C", "C", "H", "C", "H", "C", "H", "C", "H", "C", "H", "C", "C", "H", "C", "H", "C", "H", "C", "H", "C", "H", "C", "C", "H", "C", "H", "C", "H", "C", "H", "C", "H", "C", "C", "C", "C", "C", "C", "H", "H", "H", "H", "H"],
  "coordinates": [[0.0526, 2.6439, 2.8013], [-0.7014, 2.5310, 1.5912], [-1.8925, 1.8217, 1.8747], [-0.4647, 3.0186, 0.6409], [-1.8931, 1.4819, 3.2695], [-0.6712, 1.9938, 3.8423], [-0.3548, 1.8785, 4.8854], [1.0139, 3.1529, 2.8952], [-2.7121, 1.6610, 1.1763], [-2.6748, 0.9219, 3.7924], [-0.0633, 0.1323, 2.3859], [-1.0182, -2.1065, 2.9505], [-0.6198, -0.2952, -1.1137], [-2.4052, -0.4895, -1.2873], [-3.0987, 0.0503, -2.3810], [-2.5607, 0.6163, -3.1398], [-4.4787, -0.1622, -2.4971], [-5.0104, 0.2212, -3.3717], [-5.1562, -0.8730, -1.4955], [-6.2286, -1.0525, -1.5949], [-4.4734, -1.3530, -0.3648], [-5.0186, -1.8917, 0.4179], [-3.1020, -1.1513, -0.2487], [-2.5493, -1.5018, 0.6323], [-0.0419, 1.0110, -2.2060], [-0.6315, 2.2967, -2.1243], [-1.4909, 2.4579, -1.4660], [-0.1165, 3.3490, -2.8800], [-0.5968, 4.3363, -2.8446], [1.0108, 3.1401, -3.6932], [1.3995, 3.9564, -4.3010], [1.6478, 1.8884, -3.7189], [2.5356, 1.7301, -4.3430], [1.1448, 0.8391, -2.9507], [1.6547, -0.1267, -2.9244], [0.1665, -1.8575, -1.5580], [-0.4240, -2.6642, -2.5375], [-1.3646, -2.3582, -2.9943], [0.2102, -3.8491, -2.9307], [-0.2315, -4.4561, -3.7229], [1.4059, -4.2313, -2.3028], [1.9054, -5.1480, -2.6193], [1.9620, -3.4542, -1.2707], [2.8890, -3.7785, -0.7828], [1.3397, -2.2687, -0.8798], [1.7412, -1.6552, -0.0641], [4.6327, -0.1595, 4.1663], [4.6341, 0.4803, 2.9183], [3.4168, 0.6361, 2.2066], [2.2822, 0.1649, 2.8218], [2.2357, -0.4956, 4.0384], [3.4597, -0.6526, 4.7368], [5.5855, -0.2821, 4.7033], [5.5692, 0.8576, 2.4848], [3.3846, 1.1110, 1.2184], [1.2952, -0.9056, 4.4496], [3.4701, -1.1603, 5.7092]],
  "forces_ev_per_angstrom": [[-0.33, 0.31, -0.20], [0.09, 0.49, 0.62], [-0.34, 0.35, 0.85], [0.08, -0.42, 0.39], [-0.04, 0.93, -0.05], [-0.78, 0.28, -0.21], [-0.14, 0.09, -0.52], [-0.38, -0.31, 0.03], [0.27, -0.19, 0.19], [0.40, 0.27, -0.23], [1.47, -1.60, -1.52], [-0.18, -0.21, 0.04], [0.47, 0.24, 2.49], [-0.52, 0.18, -0.24], [-0.35, -0.49, 0.26], [-0.13, -0.19, 0.09], [0.13, -0.11, 0.37], [0.11, -0.13, 0.36], [0.20, 0.07, -0.09], [0.32, 0.08, 0.05], [-0.12, 0.08, -0.28], [0.24, 0.26, -0.32], [0.27, 0.18, -0.45], [-0.26, 0.03, -0.34], [0.58, 0.66, -0.35], [0.24, -0.44, -0.26], [0.21, -0.07, -0.31], [0.20, -0.11, -0.16], [0.28, -0.49, 0.00], [-0.07, -0.33, 0.15], [-0.09, -0.19, 0.16], [-0.19, 0.39, 0.08], [-0.38, 0.12, 0.33], [-0.60, 0.07, 0.03], [-0.19, 0.27, -0.15], [0.02, -0.37, -0.18], [0.66, -0.32, -0.05], [0.23, -0.06, 0.03], [0.15, 0.22, 0.38], [0.19, 0.09, 0.28], [-0.18, 0.28, 0.02], [-0.12, 0.24, 0.13], [-0.10, -0.12, -0.22], [-0.46, 0.13, -0.18], [-0.51, 0.05, -0.53], [-0.07, -0.24, -0.34], [0.35, 0.03, 0.08], [-0.50, 0.17, -0.68], [1.90, -0.21, 1.20], [-2.96, -0.04, -1.32], [1.94, 0.17, 0.45], [-0.83, -0.16, 0.03], [-0.51, 0.07, -0.26], [-0.29, -0.22, 0.29], [0.10, -0.11, 0.43], [0.35, 0.11, 0.00], [0.17, 0.20, -0.38]]
}